A molecular structure, C23H31BrMnN6O4 in a non-equilibrium geometry, computed with ωB97M-V/def2-TZVPD.

Values from the calculation:
* HOMO-LUMO gap (spin up / spin down): 5.60 / 5.96 eV
* multiplicity: 2
* total charge: 0
* <S²>: 1.097
* LUMO level (spin up / spin down): -0.07171 / -0.06177 hartree
* E_tot: -142845.994 eV

```
66
Properties=species:S:1:pos:R:3:mulliken_spin:R:1
Mn -1.43 -1.50 -0.16 0.992
O -4.62 -0.15 -2.34 0.000
C -4.09 0.79 -3.15 -0.001
C -4.94 1.52 -3.98 0.000
C -4.43 2.47 -4.85 0.000
C -3.06 2.70 -4.91 0.001
C -2.21 1.98 -4.09 0.000
C -2.71 1.04 -3.19 -0.005
C -1.77 0.36 -2.22 0.003
O -2.21 -0.86 -1.77 0.013
N -1.62 1.25 -1.04 0.015
N -1.37 0.63 0.11 0.041
C -1.54 1.45 1.22 -0.014
C -0.84 1.34 2.33 0.020
Br -0.80 -2.00 2.11 0.003
C -0.14 1.25 3.42 -0.002
C 1.12 1.96 3.69 0.001
C 1.81 1.71 4.86 -0.001
C 3.01 2.35 5.13 0.000
C 3.53 3.27 4.23 -0.001
C 2.84 3.53 3.05 0.000
C 1.64 2.89 2.78 0.001
H -3.86 -0.73 -2.08 -0.002
H -6.00 1.31 -3.94 0.000
H -5.10 3.02 -5.49 0.000
H -2.66 3.43 -5.60 0.000
H -1.14 2.15 -4.12 0.000
H -0.77 0.27 -2.68 -0.003
H -2.17 2.11 -1.02 -0.001
H -2.27 2.26 1.13 0.003
H -0.49 0.56 4.19 0.000
H 1.41 0.99 5.57 0.000
H 3.54 2.14 6.05 0.000
H 4.46 3.77 4.44 0.000
H 3.24 4.25 2.34 0.000
H 1.11 3.10 1.86 -0.002
N -3.41 -1.70 0.50 -0.024
N -3.85 -2.93 -0.04 0.001
C -2.87 -3.81 -0.51 0.001
O -3.15 -4.97 -0.72 0.003
O -1.71 -3.25 -0.70 -0.022
H -3.36 -1.72 1.51 0.000
H -4.02 -0.95 0.19 0.003
H -4.66 -3.35 0.39 0.000
C 2.62 0.68 0.39 0.002
C 2.96 -0.14 -0.85 0.001
N 2.77 -1.58 -0.68 0.002
C 3.97 -2.38 -0.47 -0.001
C 4.55 -2.24 0.93 0.000
C 1.53 -2.09 -0.58 -0.001
C 1.38 -3.55 -0.27 0.007
N 0.47 -1.34 -0.75 -0.027
H 2.71 1.75 0.17 0.000
H 3.30 0.46 1.22 0.000
H 1.61 0.49 0.75 -0.001
H 4.01 0.01 -1.12 0.000
H 2.38 0.20 -1.71 -0.002
H 4.71 -2.07 -1.22 0.000
H 3.75 -3.42 -0.68 0.000
H 4.90 -1.23 1.12 0.000
H 5.40 -2.92 1.05 0.000
H 3.80 -2.49 1.68 0.000
H 1.82 -4.15 -1.06 0.000
H 0.33 -3.80 -0.18 0.000
H 1.89 -3.78 0.67 -0.001
H 0.71 -0.38 -0.93 0.000
```

***

A molecular structure, C29H62F3O17Sn in a non-equilibrium geometry, computed with ωB97M-V/def2-TZVPD.

Values from the calculation:
* HOMO-LUMO gap: 3.81 eV
* total charge: +1
* LUMO level: -0.25145 hartree
* E_tot: -79849.103 eV

```
112
Properties=species:S:1:pos:R:3:lowdin_charge:R:1
Sn 4.11 -2.15 2.67 1.690
O 1.67 1.23 0.35 0.113
C 1.33 -0.01 0.41 -0.882
O 1.90 -0.80 1.24 -0.120
O 0.36 -0.30 -0.21 0.120
H 0.82 1.56 0.07 0.102
C -0.98 -2.08 -2.65 -0.109
O -1.87 -2.30 -1.55 -0.172
C -2.96 -3.18 -1.90 -0.144
C -2.55 -4.75 -1.80 -0.142
O -2.23 -5.05 -0.43 -0.153
C -1.75 -6.34 -0.10 -0.193
C -1.96 -6.72 1.40 -0.166
O -1.18 -5.79 2.20 -0.195
C -1.09 -6.26 3.59 -0.091
H -0.44 -2.98 -2.94 0.079
H -0.27 -1.27 -2.49 0.063
H -1.47 -1.69 -3.55 0.077
H -3.32 -3.06 -2.93 0.107
H -3.87 -2.98 -1.34 0.109
H -1.71 -4.96 -2.45 0.104
H -3.32 -5.46 -2.11 0.114
H -0.71 -6.35 -0.42 0.118
H -2.23 -7.10 -0.73 0.115
H -1.61 -7.72 1.65 0.116
H -3.03 -6.61 1.55 0.122
H -0.72 -7.27 3.72 0.074
H -2.13 -6.31 3.92 0.070
H -0.47 -5.60 4.19 0.081
C -3.88 -3.94 4.50 -0.103
O -3.62 -3.68 3.12 -0.194
C -4.75 -3.12 2.46 -0.178
C -4.35 -1.66 2.16 -0.151
O -3.24 -1.52 1.22 -0.102
C -2.95 -0.15 0.95 -0.195
C -2.16 0.58 2.01 -0.272
O -1.33 -0.34 2.57 -0.151
C -0.57 0.33 3.61 -0.067
H -2.98 -4.49 4.79 0.060
H -4.72 -4.63 4.49 0.092
H -3.90 -3.15 5.24 0.086
H -5.72 -3.22 2.96 0.123
H -4.77 -3.74 1.57 0.122
H -4.08 -1.24 3.13 0.119
H -5.19 -1.05 1.84 0.117
H -3.76 0.46 0.56 0.100
H -2.27 -0.27 0.11 0.107
H -2.81 1.09 2.72 0.119
H -1.48 1.38 1.69 0.116
H -0.10 -0.33 4.34 0.079
H -1.16 1.07 4.15 0.087
H 0.27 0.85 3.15 0.072
C -3.10 4.29 -6.48 -0.072
O -1.70 4.16 -6.08 -0.161
C -1.26 2.82 -5.99 -0.217
C -1.52 2.21 -4.65 -0.208
O -0.86 2.90 -3.57 -0.122
C -1.14 2.41 -2.26 -0.174
C -2.59 2.28 -1.87 -0.202
O -3.14 1.14 -2.51 -0.169
C -4.41 0.84 -1.92 -0.114
H -3.26 5.34 -6.74 0.088
H -3.75 3.87 -5.70 0.078
H -3.43 3.76 -7.37 0.079
H -0.17 2.72 -5.96 0.124
H -1.62 2.12 -6.74 0.130
H -1.21 1.17 -4.59 0.128
H -2.60 2.16 -4.53 0.111
H -0.61 3.05 -1.55 0.113
H -0.79 1.39 -2.16 0.117
H -3.15 3.21 -1.96 0.140
H -2.55 2.03 -0.81 0.106
H -4.70 1.57 -1.16 0.086
H -4.58 -0.19 -1.63 0.086
H -5.31 0.87 -2.54 0.081
C 4.30 0.85 4.67 -0.145
O 4.01 1.07 3.32 -0.290
C 4.55 2.36 2.88 -0.096
C 4.90 2.06 1.39 -0.178
O 5.72 0.92 1.38 -0.178
C 6.46 0.74 0.18 -0.160
C 6.67 -0.77 -0.02 -0.183
O 5.47 -1.51 0.02 -0.279
C 4.52 -1.21 -0.97 -0.093
H 3.60 0.12 5.07 0.079
H 4.09 1.75 5.26 0.102
H 5.35 0.55 4.70 0.095
H 5.44 2.65 3.45 0.134
H 3.71 3.04 2.97 0.135
H 5.23 2.91 0.80 0.113
H 4.04 1.76 0.79 0.110
H 7.43 1.18 0.43 0.137
H 6.03 1.30 -0.65 0.132
H 7.45 -1.18 0.62 0.130
H 7.26 -0.80 -0.93 0.133
H 4.16 -0.18 -0.97 0.094
H 3.62 -1.77 -0.72 0.085
H 4.77 -1.48 -2.00 0.110
C 1.44 5.28 -1.92 -0.030
C 2.14 4.10 -1.15 -0.168
O 3.30 4.61 -0.51 0.042
C 3.30 5.37 0.51 -0.371
O 2.24 5.72 1.11 0.111
C 4.62 5.80 1.11 -0.603
F 5.66 5.27 0.60 0.218
F 4.73 7.13 1.01 0.170
F 4.70 5.63 2.44 0.153
H 0.89 4.81 -2.75 0.068
H 2.14 5.95 -2.42 0.085
H 0.84 5.87 -1.23 0.080
H 2.44 3.41 -1.93 0.131
H 1.45 3.67 -0.43 0.104
```

***

C22H36N2O2 in the gas phase, computed with ωB97M-V/def2-TZVPD.

Values from the calculation:
* HOMO-LUMO gap: 8.87 eV
* total charge: 0
* LUMO level: 0.02156 hartree
* structure (SMILES): CCCCN(C)C(=O)c1cccc(OC2CCN(CC(C)(C)C)CC2)c1
* E_tot: -30474.054 eV

```
62
Properties=species:S:1:pos:R:3:lowdin_charge:R:1
C -7.09 -1.26 0.93 -0.101
C -6.55 -1.46 -0.48 -0.256
C -5.47 -2.53 -0.55 -0.193
H -5.85 -3.47 -0.14 0.112
C -4.19 -2.18 0.22 -0.157
N -3.62 -0.90 -0.15 -0.095
C -3.66 0.13 0.73 -0.430
O -4.18 0.03 1.82 0.064
C -3.02 1.41 0.29 -0.161
C -3.81 2.50 -0.05 -0.031
C -3.21 3.70 -0.39 -0.068
C -1.83 3.81 -0.38 -0.002
C -1.03 2.73 -0.03 -0.245
C -1.63 1.52 0.31 0.029
H -1.05 0.66 0.60 0.122
O 0.31 2.97 -0.04 -0.009
C 1.23 1.93 0.26 -0.335
C 1.41 0.97 -0.92 -0.103
C 2.51 -0.04 -0.59 -0.186
N 3.74 0.67 -0.32 -0.162
C 3.62 1.52 0.84 -0.189
C 2.57 2.59 0.57 -0.104
H 2.46 3.25 1.43 0.122
H 2.86 3.19 -0.29 0.127
H 4.59 1.99 1.03 0.124
H 3.33 0.96 1.75 0.116
C 5.00 0.03 -0.60 -0.156
H 4.98 -0.24 -1.66 0.127
H 5.76 0.80 -0.47 0.125
C 5.47 -1.23 0.18 -0.584
C 6.93 -1.47 -0.22 -0.066
H 7.31 -2.37 0.26 0.082
H 7.55 -0.63 0.08 0.082
H 7.01 -1.60 -1.30 0.083
C 4.66 -2.47 -0.19 -0.060
H 3.63 -2.40 0.16 0.066
H 4.64 -2.61 -1.27 0.084
H 5.11 -3.36 0.25 0.083
C 5.41 -1.03 1.70 -0.053
H 5.91 -0.11 1.98 0.084
H 4.38 -0.98 2.04 0.071
H 5.89 -1.86 2.20 0.084
H 2.67 -0.70 -1.45 0.124
H 2.18 -0.65 0.26 0.123
H 1.70 1.56 -1.79 0.131
H 0.48 0.45 -1.15 0.106
H 0.89 1.38 1.15 0.152
H -1.35 4.74 -0.64 0.117
H -3.82 4.55 -0.66 0.106
H -4.89 2.40 -0.05 0.117
C -3.02 -0.83 -1.46 -0.030
H -3.74 -1.12 -2.23 0.088
H -2.69 0.19 -1.67 0.088
H -2.16 -1.50 -1.52 0.096
H -3.44 -2.96 0.06 0.125
H -4.41 -2.11 1.29 0.118
H -5.22 -2.71 -1.60 0.097
H -6.15 -0.51 -0.84 0.100
H -7.37 -1.75 -1.14 0.104
H -7.93 -0.56 0.92 0.070
H -6.33 -0.85 1.59 0.051
H -7.44 -2.20 1.35 0.074
```

***

A gas-phase ion, C7H14N (charge +1) in a non-equilibrium geometry, computed with ωB97M-V/def2-TZVPD.

Values from the calculation:
* HOMO-LUMO gap: 11.43 eV
* total charge: +1
* LUMO level: -0.11098 hartree
* structure (SMILES): C[N@H+]1C=CC(C)(C)C1
* E_tot: -8967.484 eV

```
22
Properties=species:S:1:pos:R:3:lowdin_charge:R:1
C 0.21 1.49 0.28 -0.017
C -1.08 1.35 0.05 -0.023
C -0.18 -0.81 0.01 -0.059
C 0.95 0.20 0.10 -0.516
C 1.87 -0.13 1.26 -0.033
C 1.73 0.37 -1.30 -0.002
C -2.65 -0.61 0.18 0.002
N -1.38 -0.02 -0.39 -0.111
H 0.83 2.40 0.51 0.166
H -1.96 2.08 0.37 0.189
H 0.07 -1.59 -0.59 0.117
H -0.46 -1.14 1.01 0.143
H 2.36 -1.09 1.07 0.100
H 1.33 -0.11 2.26 0.117
H 2.65 0.67 1.40 0.107
H 1.34 -0.22 -2.24 0.122
H 2.77 0.09 -1.31 0.075
H 1.66 1.43 -1.52 0.070
H -2.80 -1.03 1.25 0.143
H -3.34 0.14 -0.03 0.066
H -2.86 -1.59 -0.47 0.158
H -1.79 -0.02 -1.33 0.188
```

***

A molecular structure, C14H23BFeN6 in a non-equilibrium geometry, computed with ωB97M-V/def2-TZVPD.

Values from the calculation:
* HOMO-LUMO gap (spin up / spin down): 6.68 / 8.38 eV
* multiplicity: 5
* total charge: 0
* <S²>: 6.042
* LUMO level (spin up / spin down): 0.02160 / 0.01156 hartree
* E_tot: -58892.622 eV

```
45
Properties=species:S:1:pos:R:3:mulliken_spin:R:1
H -0.25 3.00 0.85 -0.002
N 0.13 1.68 -0.76 0.053
B 0.73 0.66 -3.00 -0.033
N 0.66 1.87 -2.02 -0.015
C 0.94 3.18 -2.21 0.001
Fe -0.60 -0.53 -0.20 3.685
H 1.35 3.51 -3.15 0.000
C 0.60 3.85 -1.04 0.005
H 0.70 4.91 -0.84 0.001
C 0.10 2.87 -0.16 -0.013
H 1.08 1.00 -4.09 0.000
C -1.46 -2.09 0.45 0.073
H -1.67 -2.33 1.50 0.008
H -0.50 -2.60 0.22 0.006
H -2.24 -2.50 -0.18 0.016
N -0.70 0.05 -3.00 0.036
N 1.66 -0.42 -2.40 0.004
N -1.34 -0.42 -1.83 0.051
N 1.34 -1.01 -1.19 -0.006
C -1.53 -0.10 -4.04 0.033
C 2.79 -0.98 -2.90 0.005
H -1.20 0.20 -5.03 0.003
H 3.17 -0.65 -3.86 0.000
C -2.72 -0.65 -3.59 0.006
C 3.23 -1.94 -2.00 0.003
C -2.58 -0.83 -2.22 0.027
C 2.30 -1.91 -0.94 -0.006
H -3.59 -0.90 -4.18 0.001
H 4.09 -2.58 -2.09 0.000
H -3.27 -1.25 -1.50 -0.003
H 2.31 -2.51 -0.03 0.000
H -1.77 -0.68 0.56 -0.158
C 2.52 -0.44 2.21 0.011
C 1.08 -0.94 2.33 -0.022
C 0.68 -1.11 3.79 0.015
C 0.11 0.01 1.60 0.256
H 2.60 0.59 2.59 -0.005
H 2.86 -0.43 1.16 -0.001
H 3.20 -1.08 2.78 0.001
H 1.02 -1.93 1.84 0.004
H 0.73 -0.15 4.33 -0.005
H -0.34 -1.49 3.88 -0.001
H 1.35 -1.81 4.30 0.001
H -0.84 0.11 2.16 0.005
H 0.56 1.00 1.47 -0.039
```

***

3 unconnected molecules or ions with the total composition C3H12O2S2 in a non-equilibrium geometry, computed with ωB97M-V/def2-TZVPD.

Values from the calculation:
* HOMO-LUMO gap: 8.59 eV
* total charge: 0
* LUMO level: 0.00771 hartree
* structure (SMILES): CCCSS.O.O
* E_tot: -29070.412 eV

```
19
Properties=species:S:1:pos:R:3:lowdin_charge:R:1
C -1.40 -0.70 0.30 -0.320
C -1.42 0.01 -1.07 -0.133
C -1.76 0.11 1.52 -0.546
S -1.37 1.88 1.46 0.438
S 0.76 1.97 1.36 0.306
H -0.39 -1.15 0.30 0.064
H -1.97 -1.63 0.32 0.113
H -0.98 -0.69 -1.78 0.069
H -2.46 0.02 -1.42 0.072
H -0.97 0.99 -1.11 0.034
H -1.26 -0.24 2.42 0.071
H -2.82 0.18 1.64 0.062
H 1.03 3.26 1.55 -0.213
H 3.38 1.04 -1.23 0.028
H 2.47 0.26 -2.25 0.026
O 3.36 0.39 -1.93 -0.054
H 1.54 -1.19 -0.11 -0.002
H 2.42 -2.52 -0.26 0.040
O 1.84 -2.00 0.30 -0.055
```

***

Which value of total charge does entry 4 give?
+1